No. 1
{
  "formula": "C25H48ClN4O6S",
  "method": "ωB97M-V with the def2-TZVPD basis set",
  "total_charge": 1,
  "mol_weight_g_mol": 568.2,
  "homo_lumo_gap_ev": 9.432,
  "lumo_energy_ev": -2.05,
  "elements": ["C", "C", "C", "O", "C", "C", "C", "C", "N", "C", "C", "C", "C", "C", "C", "N", "N", "C", "C", "C", "C", "S", "O", "O", "Cl", "C", "C", "C", "C", "N", "H", "H", "H", "H", "H", "H", "H", "H", "H", "H", "H", "H", "H", "H", "H", "H", "H", "H", "H", "H", "H", "H", "H", "H", "H", "H", "H", "H", "H", "H", "H", "H", "H", "H", "H", "H", "H", "H", "H", "H", "H", "H", "C", "C", "C", "O", "C", "O", "O", "H", "H", "H", "H", "H", "H"],
  "xyz": [[3.74, -2.80, 0.06], [3.46, -2.19, -1.31], [2.70, -0.86, -1.23], [1.83, -0.81, -0.10], [0.45, -0.80, -0.37], [-0.01, -2.14, -1.01], [-0.55, -2.07, -2.43], [0.24, -2.67, -3.54], [-1.68, -1.51, -2.53], [0.00, 0.53, -1.02], [-1.38, 0.85, -0.44], [-1.69, 2.26, 0.10], [-0.84, 3.40, -0.50], [-1.34, 3.95, -1.85], [-1.92, 2.94, -2.84], [-2.53, 3.56, -4.03], [-1.60, -0.28, 0.58], [-2.65, -0.11, 1.63], [-3.58, -1.32, 1.67], [-4.83, -1.17, 0.78], [-4.99, -2.32, -0.23], [-6.66, -2.71, -0.70], [-6.67, -4.01, -1.28], [-7.20, -1.58, -1.39], [-7.62, -2.84, 1.08], [-0.19, -0.62, 1.02], [-0.04, -1.73, 2.04], [0.90, -1.49, 3.22], [1.87, -0.34, 3.25], [0.92, -2.29, 4.19], [4.62, -3.45, 0.02], [3.94, -2.04, 0.81], [2.91, -3.42, 0.40], [2.88, -2.90, -1.91], [4.39, -2.01, -1.85], [2.13, -0.68, -2.16], [3.40, -0.03, -1.13], [-0.85, -2.55, -0.45], [0.79, -2.87, -0.90], [-0.40, -2.85, -4.41], [0.68, -3.62, -3.25], [1.05, -2.00, -3.85], [-2.00, -1.49, -3.50], [-0.01, 0.54, -2.10], [0.80, 1.20, -0.70], [-2.10, 0.63, -1.22], [-1.58, 2.28, 1.19], [-2.74, 2.47, -0.10], [0.20, 3.11, -0.58], [-0.87, 4.22, 0.21], [-0.50, 4.46, -2.33], [-2.11, 4.71, -1.67], [-1.12, 2.28, -3.20], [-2.69, 2.34, -2.35], [-3.53, 3.58, -3.93], [-2.25, 4.54, -4.09], [-1.93, -1.03, -0.03], [-2.16, 0.04, 2.59], [-3.22, 0.78, 1.40], [-3.03, -2.23, 1.40], [-3.89, -1.45, 2.71], [-4.79, -0.23, 0.22], [-5.71, -1.10, 1.40], [-4.52, -3.25, 0.08], [-4.59, -2.02, -1.20], [0.20, 0.34, 1.35], [-1.01, -2.02, 2.46], [0.34, -2.62, 1.53], [1.74, 0.20, 4.19], [1.79, 0.36, 2.43], [2.89, -0.73, 3.25], [0.24, -3.05, 4.08], [5.60, 1.87, 3.17], [5.22, 2.08, 1.72], [5.39, 3.47, 1.16], [4.39, 3.50, 0.12], [3.42, 2.65, 0.47], [2.36, 2.58, -0.08], [3.79, 1.90, 1.52], [6.52, 1.30, 3.24], [5.76, 2.82, 3.68], [4.82, 1.33, 3.69], [5.71, 1.35, 1.07], [6.37, 3.67, 0.73], [5.14, 4.24, 1.89]],
  "mulliken_charge": [-0.966, -0.463, -0.422, 0.305, 0.565, -0.685, -0.883, -1.408, -0.230, -0.712, 0.353, -1.204, -0.636, -0.946, 0.404, -0.715, 0.551, -0.997, -0.963, -0.699, -0.760, 1.070, -0.527, -0.526, -0.196, -1.099, -1.087, 0.307, -0.539, -0.728, 0.444, 0.087, 0.276, 0.123, 0.497, 0.053, 0.340, 0.438, 1.119, 0.446, 0.317, 0.272, 0.278, 0.762, 0.103, 0.461, 0.636, 0.438, -0.128, 0.495, 0.485, 0.342, -0.161, 0.088, 0.267, 0.284, 0.054, 0.461, 0.565, 0.415, 0.501, 0.292, 0.804, 0.475, 0.081, 0.781, 0.564, 0.433, 0.323, 0.010, 0.259, 0.259, -1.258, 0.459, -0.625, -0.358, 0.332, -0.553, -0.136, 0.365, 0.355, 0.258, 0.273, 0.305, 0.377]
}



No. 2
{
  "formula": "C25H48N3O4ReS3Si",
  "method": "ωB97M-V with the def2-TZVPD basis set",
  "relative_energy_kj_mol": 5.1,
  "total_charge": 3,
  "mol_weight_g_mol": 765.2,
  "homo_lumo_gap_ev": [6.820, 6.831],
  "multiplicity": 2,
  "s_squared": 0.772,
  "lumo_energy_ev": [-10.56, -10.26],
  "elements": ["Re", "C", "C", "C", "C", "C", "C", "C", "H", "H", "H", "H", "H", "H", "H", "H", "C", "C", "C", "C", "O", "Si", "S", "O", "C", "C", "C", "C", "O", "C", "C", "C", "C", "H", "H", "H", "H", "H", "H", "H", "H", "H", "H", "H", "H", "H", "H", "H", "H", "H", "H", "H", "H", "H", "H", "H", "H", "H", "H", "H", "C", "S", "C", "O", "H", "H", "H", "H", "H", "H", "C", "C", "C", "N", "N", "C", "N", "S", "H", "H", "H", "H", "H", "H", "H"],
  "xyz": [[0.21, -0.32, -1.57], [-1.90, -5.46, -1.07], [-0.88, -4.40, -1.27], [-0.78, -3.72, -2.51], [0.22, -2.81, -2.73], [1.09, -2.42, -1.66], [0.97, -3.10, -0.42], [0.02, -4.08, -0.25], [-2.62, -5.51, -1.88], [-2.43, -5.32, -0.12], [-1.40, -6.43, -1.00], [-1.45, -4.00, -3.31], [0.40, -2.43, -3.72], [2.06, -1.98, -1.90], [1.66, -2.86, 0.38], [-0.03, -4.63, 0.69], [-2.56, 0.40, 1.59], [-1.88, -0.83, 1.02], [-1.58, -1.83, 2.12], [-2.68, -1.43, -0.11], [-0.53, -0.41, 0.41], [0.76, 0.25, 1.34], [1.77, 0.82, -0.54], [1.54, -0.98, 1.96], [2.38, -1.26, 3.16], [2.46, -2.78, 3.23], [1.70, -0.68, 4.39], [3.74, -0.64, 2.91], [0.27, 1.46, 2.22], [0.56, 2.87, 2.54], [-0.10, 3.12, 3.89], [2.06, 3.06, 2.60], [-0.08, 3.71, 1.44], [-3.58, 0.12, 1.85], [-2.60, 1.20, 0.85], [-2.07, 0.77, 2.49], [-2.52, -2.14, 2.57], [-0.97, -1.39, 2.91], [-1.07, -2.71, 1.74], [-3.58, -1.87, 0.31], [-2.13, -2.23, -0.62], [-2.98, -0.68, -0.83], [1.46, -3.21, 3.32], [3.03, -3.08, 4.10], [2.95, -3.18, 2.35], [0.70, -1.11, 4.52], [1.61, 0.40, 4.32], [2.28, -0.92, 5.27], [4.19, -1.05, 2.01], [4.40, -0.86, 3.75], [3.67, 0.44, 2.82], [0.33, 2.48, 4.66], [-1.17, 2.95, 3.83], [0.07, 4.16, 4.19], [2.50, 2.45, 3.39], [2.29, 4.10, 2.83], [2.54, 2.81, 1.65], [-1.14, 3.50, 1.38], [0.38, 3.49, 0.47], [0.06, 4.77, 1.65], [2.94, -0.22, -5.33], [1.78, 0.82, -4.46], [2.92, 1.83, -3.54], [1.09, -0.20, -3.49], [3.50, 0.43, -6.01], [2.37, -0.94, -5.92], [3.60, -0.71, -4.62], [3.44, 2.44, -4.28], [3.64, 1.21, -2.99], [2.36, 2.48, -2.88], [-3.16, 4.87, -1.63], [-3.53, 3.47, -1.10], [-2.80, 2.40, -1.83], [-1.81, 1.73, -1.36], [-1.29, 0.83, -2.28], [-1.93, 0.85, -3.47], [-1.61, 0.08, -4.50], [-3.23, 1.97, -3.48], [-3.71, 5.62, -1.07], [-3.42, 4.98, -2.68], [-2.09, 5.06, -1.51], [-4.60, 3.30, -1.21], [-3.28, 3.38, -0.05], [-0.73, -0.42, -4.49], [-2.11, 0.15, -5.37]],
  "mulliken_spin": [1.029, 0.000, -0.007, -0.005, 0.028, 0.016, 0.012, -0.006, 0.000, -0.001, -0.001, 0.000, -0.003, -0.018, -0.004, -0.001, 0.003, -0.006, -0.001, 0.001, -0.025, 0.047, -0.085, -0.008, -0.001, 0.000, 0.000, 0.001, 0.004, 0.000, 0.000, -0.001, 0.000, 0.001, -0.002, 0.000, 0.000, 0.000, 0.000, -0.001, 0.004, -0.002, 0.000, 0.000, 0.000, 0.000, 0.000, 0.000, 0.000, 0.000, 0.000, 0.000, 0.000, 0.000, 0.000, 0.000, 0.000, 0.000, -0.001, 0.000, 0.001, 0.004, 0.000, 0.008, 0.000, 0.000, 0.000, 0.000, 0.000, 0.001, 0.001, -0.001, 0.002, 0.011, -0.021, 0.014, 0.017, 0.000, 0.000, 0.000, 0.000, 0.000, 0.000, 0.000, -0.001]
}